1.
Formula: C3H10O
Source: the OMol25 dataset
Level of theory: wB97M-V/def2-TZVPD

```
14
C3H10O wB97M-V/def2-TZVPD
O 2.219 -0.683 -2.010
C -0.947 0.567 1.586
C 1.326 -0.177 -1.007
C -1.467 -0.046 0.264
H 0.814 -0.986 -0.461
H -1.758 1.141 1.994
H -1.102 0.642 -0.564
H -1.025 -1.134 0.123
H -2.571 0.018 0.334
H 2.963 -1.328 -1.781
H 1.831 0.677 -0.470
H -0.673 -0.171 2.323
H -0.126 1.266 1.486
H 0.517 0.214 -1.818
```

Computed properties:
Kohn-Sham gap   11.2 eV
Energy above the lowest of the compared OMol25 structures with the same formula, charge and spin   38.2 kcal/mol
Strongest force on any atom   0.067 hartree/bohr
M   62.1 g mol⁻¹
Highest occupied orbital energy   -10.32 eV
SMILES   CC.CO
E_tot   -5318.956 eV
LUMO energy   0.90 eV
Spin multiplicity   1

2.
Formula: C4H4O3S
Source: the OMol25 dataset
Level of theory: wB97M-V/def2-TZVPD

```
12
C4H4O3S wB97M-V/def2-TZVPD
S 2.821 -0.021 -0.023
O 3.820 -0.439 -0.928
O 3.040 0.296 1.371
O 0.541 3.231 0.246
C -0.085 2.283 0.044
C 0.105 -0.138 0.306
C 1.305 -0.523 -0.449
C -0.616 1.123 -0.251
H 1.319 -0.480 -1.493
H -0.706 -0.782 0.253
H 0.587 0.010 1.426
H -1.584 1.084 -0.728
```

Computed properties:
Kohn-Sham gap (spin up / spin down)   7.9 / 6.8 eV
Energy above the lowest of the compared OMol25 structures with the same formula, charge and spin   8.6 kcal/mol
Strongest force on any atom   0.131 hartree/bohr
M   132.1 g mol⁻¹
Highest occupied orbital energy (spin up / spin down)   -7.34 / -9.66 eV
E_tot   -21184.260 eV
LUMO energy (spin up / spin down)   0.51 / -2.82 eV
Spin multiplicity   3

3.
Formula: C4H16Cl2MgN8O4
Source: the OMol25 dataset
Level of theory: wB97M-V/def2-TZVPD

```
35
C4H16Cl2MgN8O4 wB97M-V/def2-TZVPD
Cl -2.327 -0.726 -2.489
Cl 1.396 -0.428 -2.931
Mg -0.343 -0.170 -1.302
O 1.450 0.375 0.076
O -1.235 -0.017 0.508
O -0.396 1.821 -1.419
O -0.053 -2.092 -0.640
N -3.205 0.384 1.541
N -0.615 -3.683 -2.132
N 3.460 0.812 1.018
N -0.487 3.961 -0.706
N 0.327 -4.262 -0.090
N 1.265 3.208 -2.016
N 1.502 1.029 2.238
N -1.706 -1.175 2.380
C -0.136 -3.278 -0.925
C 0.101 2.931 -1.381
C -2.012 -0.255 1.414
C 2.102 0.734 1.039
H -1.412 3.812 -0.352
H -3.414 1.102 0.872
H 1.538 4.174 -2.072
H 1.954 1.568 2.951
H 0.272 -5.222 -0.374
H 3.946 0.881 1.893
H 0.880 -4.029 0.710
H -0.949 -2.927 -2.719
H -3.879 0.206 2.262
H 0.514 0.857 2.300
H 1.771 2.536 -2.568
H -0.027 4.825 -0.490
H -1.101 -4.558 -2.220
H -2.346 -1.390 3.122
H -0.816 -1.633 2.321
H 3.981 0.629 0.182
```

Computed properties:
Kohn-Sham gap   7.6 eV
Energy above the lowest of the compared OMol25 structures with the same formula, charge and spin   0.0 kcal/mol
Strongest force on any atom   0.022 hartree/bohr
M   335.4 g mol⁻¹
Highest occupied orbital energy   -7.37 eV
E_tot   -55018.282 eV
LUMO energy   0.18 eV
Spin multiplicity   1

4.
Formula: C17H14BiCl2O2
Source: the OMol25 dataset
Level of theory: wB97M-V/def2-TZVPD

```
36
C17H14BiCl2O2 wB97M-V/def2-TZVPD
Bi -0.331 -0.141 -1.143
Cl -1.436 -3.524 6.966
Cl -2.006 -1.976 -1.396
O -0.662 -0.312 1.056
O -2.935 -0.622 1.248
C -1.492 -2.694 5.451
C -0.304 -2.381 4.771
C -1.211 2.345 -0.276
C -1.694 2.123 -2.529
C -1.749 -0.731 1.650
C -2.451 1.627 -0.406
C 3.939 1.559 -4.562
C -2.751 -2.342 4.915
C 4.713 0.527 -2.639
C 4.242 -0.491 -3.528
C -1.607 -1.406 2.992
C -0.752 2.662 -1.597
C -2.741 1.487 -1.799
C -0.374 -1.723 3.542
C -2.778 -1.685 3.690
C 3.764 0.147 -4.717
C 4.525 1.794 -3.278
H 3.692 2.324 -5.306
H -3.654 -2.588 5.447
H -0.758 2.651 0.674
H 5.163 0.365 -1.654
H 4.269 -1.569 -3.343
H -3.647 1.032 -2.192
H 0.531 -1.480 3.005
H -1.633 2.179 -3.616
H -3.115 1.343 0.398
H 4.804 2.770 -2.868
H -3.747 -1.431 3.262
H 0.648 -2.672 5.217
H 0.178 3.192 -1.833
H 3.360 -0.357 -5.601
```

Computed properties:
Charge   -1
Kohn-Sham gap (spin up / spin down)   3.5 / 3.5 eV
Energy above the lowest of the compared OMol25 structures with the same formula, charge and spin   10.6 kcal/mol
Strongest force on any atom   0.065 hartree/bohr
M   530.2 g mol⁻¹
Highest occupied orbital energy (spin up / spin down)   -3.02 / -3.01 eV
E_tot   -52835.261 eV
LUMO energy (spin up / spin down)   0.51 / 0.51 eV
Spin multiplicity   1

5.
Formula: C4H7FO
Source: the OMol25 dataset
Level of theory: wB97M-V/def2-TZVPD

```
13
C4H7FO wB97M-V/def2-TZVPD
F 0.964 1.638 -0.314
O 1.886 -0.790 -0.696
C 0.209 0.680 0.303
C -2.161 -0.177 -0.146
C 1.203 -0.480 0.543
C -0.935 0.221 -0.581
H -2.816 -0.679 -0.878
H 0.716 -1.295 1.000
H -0.589 0.194 -1.614
H -2.510 -0.353 0.860
H 2.241 0.028 -0.994
H 1.916 -0.064 1.260
H -0.124 1.075 1.258
```

Computed properties:
Kohn-Sham gap   11.0 eV
Energy above the lowest of the compared OMol25 structures with the same formula, charge and spin   26.7 kcal/mol
Strongest force on any atom   0.049 hartree/bohr
M   90.1 g mol⁻¹
Highest occupied orbital energy   -9.92 eV
SMILES   C=C[C@H](F)CO
E_tot   -9025.114 eV
LUMO energy   1.04 eV
Spin multiplicity   1

6.
Formula: C3HNO4S
Source: the OMol25 dataset
Level of theory: wB97M-V/def2-TZVPD

```
10
C3HNO4S wB97M-V/def2-TZVPD
S 1.930 -0.621 -1.546
O 2.772 -1.762 -1.184
O 4.283 2.760 -2.295
O 1.643 -0.591 -2.987
O -3.319 -1.390 2.144
N 3.242 0.843 -1.394
C -2.358 -0.920 1.508
C 3.732 1.793 -1.882
C -1.487 -0.417 0.825
H -0.623 -0.017 0.383
```

Computed properties:
Charge   -2
Kohn-Sham gap (spin up / spin down)   4.1 / 4.1 eV
Strongest force on any atom   0.060 hartree/bohr
M   147.1 g mol⁻¹
Highest occupied orbital energy (spin up / spin down)   1.62 / -0.10 eV
E_tot   -23636.794 eV
LUMO energy (spin up / spin down)   5.75 / 4.04 eV
Spin multiplicity   3

What is the formula in the first record? C3H10O